Here is one molecule with the formula C22H25ClN2O3 from OMol25. Energies are from the ωB97M-V functional and the def2-TZVPD basis.

XYZ file:
```
53
Properties=species:S:1:pos:R:3:forces:R:3:lowdin_charge:R:1
C -6.748 -3.159 -1.560 -0.228 0.005 -0.049 -0.091
H -7.360 -3.309 -0.664 0.021 0.021 -0.033 0.096
O -5.376 -3.138 -1.252 0.315 0.044 0.117 -0.085
C -4.912 -2.177 -0.406 0.143 0.053 0.051 -0.279
C -5.687 -1.182 0.178 -0.207 -0.222 -0.237 -0.017
C -5.099 -0.253 1.020 0.217 -0.026 0.044 -0.035
C -3.743 -0.291 1.306 -0.037 0.058 0.201 -0.258
C -2.976 -1.293 0.718 -0.118 -0.044 -0.009 -0.048
C -3.546 -2.222 -0.125 -0.182 -0.111 -0.156 0.002
H -2.955 -3.002 -0.579 0.072 -0.105 -0.054 0.118
H -1.918 -1.349 0.933 0.105 -0.014 0.039 0.108
C -3.105 0.758 2.170 0.001 0.210 -0.242 -0.130
H -3.793 1.077 2.954 0.020 -0.020 0.074 0.116
H -2.203 0.360 2.639 -0.002 0.030 0.069 0.119
C -2.719 1.987 1.329 0.046 0.052 0.331 -0.163
N -1.814 1.634 0.260 -0.469 -0.099 -0.088 0.074
C -0.484 1.865 0.327 -0.150 -0.301 -0.700 -0.459
O 0.018 2.499 1.233 0.258 0.228 0.407 0.060
C 0.306 1.266 -0.835 0.062 -0.014 -0.004 -0.229
C 1.200 0.125 -0.325 -0.008 0.160 0.190 -0.104
H 0.613 -0.578 0.270 -0.014 -0.081 -0.005 0.113
H 1.609 -0.412 -1.184 -0.002 -0.050 0.000 0.124
C 2.356 0.668 0.520 -0.183 -0.492 0.186 -0.134
N 3.121 1.614 -0.257 -0.092 0.165 0.136 -0.036
C 4.312 1.367 -0.843 0.118 -0.075 0.098 -0.429
O 4.808 2.106 -1.675 0.145 0.010 -0.256 0.073
C 5.041 0.141 -0.377 0.254 -0.042 -0.031 -0.153
C 5.332 -0.870 -1.285 -0.076 0.139 0.102 -0.012
C 6.062 -1.978 -0.895 0.037 -0.056 0.077 -0.096
C 6.518 -2.063 0.410 -0.120 0.177 -0.062 -0.674
C 6.258 -1.053 1.324 0.047 -0.077 -0.003 -0.096
C 5.519 0.046 0.926 -0.050 -0.017 -0.192 -0.030
H 5.318 0.841 1.629 -0.039 0.070 0.083 0.126
H 6.632 -1.128 2.333 0.049 -0.029 0.075 0.105
Cl 7.431 -3.446 0.907 0.103 -0.151 0.053 0.670
H 6.281 -2.767 -1.597 0.032 -0.081 -0.037 0.105
H 4.984 -0.783 -2.304 -0.013 0.020 -0.110 0.123
C 2.342 2.764 -0.668 0.040 0.489 -0.264 -0.126
C 1.168 2.324 -1.540 -0.022 0.031 0.242 -0.104
H 0.558 3.192 -1.794 0.003 0.026 -0.073 0.124
H 1.556 1.895 -2.467 -0.010 0.023 -0.032 0.125
H 3.000 3.433 -1.224 -0.105 -0.065 0.097 0.124
H 1.969 3.267 0.228 0.086 -0.024 -0.120 0.122
H 2.992 -0.153 0.851 -0.112 0.120 -0.009 0.118
H 1.953 1.190 1.393 0.114 -0.133 -0.033 0.125
H -0.405 0.855 -1.561 0.035 0.037 0.082 0.137
H -2.182 1.016 -0.446 0.200 0.067 -0.032 0.132
H -2.205 2.722 1.951 -0.131 -0.012 -0.099 0.119
H -3.617 2.439 0.896 0.053 0.009 0.081 0.124
H -5.716 0.515 1.466 -0.075 0.084 0.059 0.117
H -6.747 -1.119 -0.012 -0.095 -0.030 -0.043 0.102
H -6.886 -4.003 -2.234 -0.044 0.073 0.047 0.093
H -7.062 -2.239 -2.064 0.008 -0.031 0.034 0.095
```
Positions in Å, forces in eV/Å.

spin multiplicity	1
M	400.91	g mol⁻¹
SMILES string	COc1ccc(CCNC(=O)C2CCN(C(=O)c3ccc(Cl)cc3)CC2)cc1
ΔE to the lowest compared entry with this formula, charge and spin	49.6	kJ/mol
E_tot	-44866.2102	eV
charge	0
orbital gap	9.26	eV
largest force on an atom	0.78	eV/A

=====

Here is one molecule with the formula C22H25ClN6O3 from OMol25. Energies are from the ωB97M-V functional and the def2-TZVPD basis.

XYZ file:
```
57
Properties=species:S:1:pos:R:3:forces:R:3:lowdin_charge:R:1
O -0.319 -0.697 -3.120 -0.388 0.005 -0.131 0.051
C 0.871 -0.465 -3.159 0.321 0.074 -0.442 -0.511
N 1.785 -1.190 -2.474 0.470 -0.260 0.264 0.079
H 2.760 -0.946 -2.544 -0.130 0.091 -0.134 0.128
C 1.412 -2.275 -1.600 -0.225 -0.152 -0.082 -0.137
C 1.966 -2.152 -0.203 -0.090 0.016 -0.007 -0.216
C 3.248 -1.667 0.028 -0.100 -0.081 0.051 -0.037
C 3.775 -1.596 1.305 0.081 -0.060 0.003 -0.084
C 3.026 -2.023 2.387 0.008 -0.072 -0.031 -0.089
C 1.749 -2.514 2.186 0.004 -0.062 0.016 -0.116
C 1.230 -2.574 0.902 0.273 0.084 0.060 -0.599
Cl -0.363 -3.217 0.699 -0.269 -0.205 0.016 0.756
H 1.153 -2.857 3.017 -0.081 -0.035 0.063 0.105
H 3.432 -1.978 3.386 0.039 0.007 0.111 0.108
H 4.771 -1.207 1.448 0.112 0.055 0.018 0.113
H 3.857 -1.340 -0.801 0.069 0.090 -0.082 0.114
H 0.319 -2.282 -1.582 0.236 -0.082 -0.030 0.088
H 1.755 -3.230 -2.027 -0.164 0.091 0.067 0.140
C 1.477 0.670 -3.966 -0.265 0.134 0.086 -0.088
H 2.507 0.444 -4.244 0.006 0.008 -0.015 0.117
H 0.881 0.809 -4.869 0.040 -0.112 0.016 0.121
C 1.433 1.966 -3.139 0.036 -0.139 -0.067 -0.102
C 2.145 1.831 -1.844 -0.315 0.053 0.034 -0.311
N 3.402 2.112 -1.578 -0.060 0.207 -0.941 0.058
N 3.645 1.888 -0.290 0.375 -0.166 1.160 0.048
C 2.525 1.459 0.261 -0.298 0.121 -0.695 -0.304
C 2.156 1.080 1.569 -0.485 -0.076 0.100 0.018
C 0.894 0.625 1.763 0.386 0.232 0.165 0.017
C -0.028 0.539 0.658 0.683 0.280 -0.604 -0.265
N 0.298 0.958 -0.548 -1.030 -0.235 0.010 0.185
N 1.543 1.393 -0.708 1.265 0.340 0.697 0.014
N -1.243 -0.029 0.806 -0.267 0.031 0.037 -0.069
C -1.866 -0.196 2.104 0.021 -0.122 0.378 -0.147
H -1.543 -1.140 2.561 -0.010 0.098 0.077 0.109
C -3.389 -0.184 1.986 -0.076 0.506 -0.147 -0.052
H -3.827 -0.056 2.975 -0.014 -0.018 -0.019 0.135
H -3.774 -1.108 1.559 0.009 -0.053 -0.007 0.129
C -3.838 0.978 1.099 0.135 -0.382 -0.092 -0.498
O -5.249 1.009 1.053 0.071 -0.311 0.192 -0.045
C -5.627 2.351 0.851 -0.033 0.298 -0.101 -0.145
H -6.546 2.529 1.412 0.049 0.034 -0.088 0.124
C -4.427 3.168 1.376 -0.234 0.251 -0.097 -0.143
H -4.039 3.850 0.609 -0.055 -0.037 0.086 0.121
O -3.461 2.198 1.715 0.244 -0.324 0.203 -0.048
H -4.663 3.736 2.278 0.013 -0.003 -0.115 0.123
H -5.805 2.548 -0.214 -0.022 0.004 0.105 0.122
C -3.222 0.849 -0.317 -0.048 0.020 0.186 -0.034
H -2.811 1.817 -0.607 0.005 0.022 -0.056 0.129
C -2.112 -0.199 -0.337 -0.148 0.115 -0.428 -0.145
H -2.537 -1.206 -0.295 0.044 0.009 -0.073 0.117
H -1.518 -0.111 -1.248 -0.151 -0.167 0.112 0.093
H -4.006 0.572 -1.023 -0.011 -0.001 -0.036 0.132
H -1.574 0.634 2.754 -0.011 -0.105 0.003 0.123
H 0.578 0.305 2.741 -0.016 -0.059 0.105 0.107
H 2.879 1.157 2.364 0.049 -0.037 0.108 0.123
H 0.391 2.212 -2.927 0.019 0.071 -0.087 0.120
H 1.893 2.774 -3.709 -0.066 0.007 0.078 0.119
```
Positions in Å, forces in eV/Å.

spin multiplicity	1
M	456.93	g mol⁻¹
SMILES string	O=C(CCc1nnc2ccc(N3CCC4(CC3)OCCO4)nn12)NCc1ccccc1Cl
ΔE to the lowest compared entry with this formula, charge and spin	154.3	kJ/mol
E_tot	-50825.2445	eV
charge	0
orbital gap	8.55	eV
largest force on an atom	1.48	eV/A